# C32H26IN6OSbSe4Sn

C32H26IN6OSbSe4Sn as an isolated structure (ωB97M-V/def2-TZVPD, the OMol25 dataset).

- Frontier orbital gap: 5.0 eV
- Largest force on an atom: 0.64 eV/A
- Charge: 0
- 2S+1: 1
- Relative energy (zero: lowest compared OMol25 entry of this formula, charge and spin): 46.0 kcal per mole

Each line ends with the Mulliken charge.
Element x y z (Å)
Sn1 1.1426 0.2142 1.3574  0.983
Se1 -1.0785 1.1494 7.0193  -0.578
Sb1 0.6378 2.7885 6.7469  0.290
Se2 0.3485 3.5175 4.1289  -0.170
Se3 2.3287 2.3817 3.6636  -0.099
Se4 2.8346 1.4284 5.7360  -0.407
N1 1.8513 -4.7181 -8.0678  -0.515
C1 1.7224 -4.1834 -7.0585  -0.088
C2 1.5655 -3.5205 -5.8005  0.546
C3 2.2075 -2.3060 -5.5654  -0.887
C4 2.0726 -1.6785 -4.3414  -0.232
C5 1.3011 -2.2487 -3.3283  -0.328
C6 0.6482 -3.4571 -3.5814  -0.242
C7 0.7779 -4.0919 -4.8019  -0.870
C8 1.1745 -1.5824 -2.0065  0.854
C9 1.4745 -2.3540 -0.8745  0.083
C10 2.0708 -3.6487 -0.8951  -0.534
C11 2.0795 -4.1077 0.4008  -1.276
C12 1.4995 -3.0885 1.1753  -0.327
N2 1.1633 -2.0283 0.4440  0.142
C13 0.7452 -0.2494 -2.0215  -0.045
C14 0.2080 0.4485 -3.1378  -0.495
C15 -0.0579 1.7342 -2.7173  -1.388
C16 0.3242 1.7866 -1.3657  -0.348
N3 0.7858 0.6127 -0.9397  0.012
H1 2.8156 -1.8603 -6.3409  0.450
H2 2.5846 -0.7443 -4.1547  0.576
H3 0.0209 -3.8884 -2.8139  0.573
H4 0.2761 -5.0320 -4.9862  0.456
H5 2.4823 -4.1430 -1.7589  0.600
H6 2.4532 -5.0510 0.7648  0.454
H7 1.2934 -3.1313 2.2332  0.697
H8 0.0307 0.0387 -4.1186  0.580
H9 -0.4727 2.5402 -3.3009  0.558
H10 0.2913 2.6366 -0.6971  0.751
C17 -5.1814 2.6937 0.1779  -1.108
N4 -4.0781 1.7997 0.4657  0.001
N5 -2.7897 2.2533 0.6765  0.719
C18 -2.0584 1.2593 1.2800  0.535
O1 -0.8417 1.3881 1.5592  -0.487
C19 -2.9485 0.1684 1.4568  -1.241
C20 -4.1697 0.5469 0.9675  0.889
C21 -5.4534 -0.2008 0.9157  -1.601
C22 -2.2956 3.4272 0.0531  -0.464
C23 -1.5348 4.3211 0.7897  -0.313
C24 -1.0275 5.4526 0.1694  -0.680
C25 -1.2983 5.7004 -1.1682  -0.503
C26 -2.0637 4.8006 -1.8988  -0.723
C27 -2.5536 3.6550 -1.2956  0.390
H11 -4.8375 3.7217 0.2315  0.364
H12 -5.9743 2.5561 0.9125  0.419
H13 -5.5864 2.5118 -0.8185  0.344
H14 -2.6835 -0.7684 1.9156  0.455
H15 -5.2973 -1.2209 1.2549  0.377
H16 -5.8477 -0.2207 -0.1008  0.327
H17 -6.2028 0.2647 1.5591  0.343
H18 -1.3312 4.1209 1.8330  0.333
H19 -0.4241 6.1450 0.7413  0.456
H20 -0.9140 6.5917 -1.6465  0.423
H21 -2.2695 4.9832 -2.9455  0.450
H22 -3.1183 2.9276 -1.8657  0.500
I1 0.3954 -1.2187 4.2953  0.146
C28 2.4580 -1.6744 4.1429  -0.062
C29 3.0271 -2.5369 5.0652  -0.587
C30 4.3683 -2.8450 4.9128  -0.366
C31 5.0809 -2.2698 3.8696  -0.663
C32 4.4114 -1.4231 3.0071  -0.547
N6 3.1143 -1.1433 3.1354  0.385
H23 2.4368 -2.9476 5.8717  0.440
H24 4.8454 -3.5387 5.5922  0.408
H25 6.1294 -2.4890 3.7260  0.424
H26 4.9108 -0.9551 2.1659  0.442

=====

# C2H4NP

One molecule with the formula C2H4NP (ωB97M-V/def2-TZVPD, the OMol25 dataset).

- Frontier orbital gap: 7.9 eV
- Largest force on an atom: 3.27 eV/A
- Structure (SMILES): [H]/P=C\N=C
- Charge: 0
- 2S+1: 1
- Relative energy (zero: lowest compared OMol25 entry of this formula, charge and spin): 47.8 kcal per mole

Each line ends with the Mulliken charge.
Element x y z (Å)
C1 -1.2073 0.2362 0.7914  -0.264
C2 1.2946 0.0811 -0.0431  -0.071
N1 0.0660 0.3230 0.5404  -0.294
P1 1.3969 -0.5698 -1.5992  -0.168
H1 -1.9089 1.1002 0.9688  0.237
H2 2.1708 0.3681 0.5522  0.323
H3 -1.7158 -0.7892 0.7492  0.249
H4 -0.0963 -0.7497 -1.9597  -0.012

=====

# C25H32NO

A 2-piece molecular cluster, C25H32NO overall (ωB97M-V/def2-TZVPD, the OMol25 dataset).

- Frontier orbital gap: 3.9 eV
- Largest force on an atom: 2.04 eV/A
- Charge: +1
- 2S+1: 1
- Relative energy (zero: lowest compared OMol25 entry of this formula, charge and spin): 6.3 kcal per mole

Each line ends with the Mulliken charge.
Element x y z (Å)
C1 -3.8090 0.8660 1.8472  -0.898
C2 -3.1861 1.6080 3.0222  -0.835
C3 -1.6643 1.4731 3.0823  -0.723
N1 -1.1350 0.1598 2.7811  0.228
C4 0.1598 -0.1268 3.1280  1.425
C5 0.6982 -1.3947 3.0285  -0.862
C6 1.9687 -1.7940 3.6934  -0.683
C7 2.7303 -0.6647 4.4317  -0.814
C8 2.4479 0.7238 3.8668  -1.021
C9 0.9439 1.0043 3.7653  -0.689
C10 -1.8287 -0.7523 1.8920  0.104
C11 -3.3493 -0.5875 1.8298  -0.838
H1 -4.8983 0.8967 1.9408  0.362
H2 -3.5459 1.3626 0.9047  0.349
H3 -3.4189 2.6759 2.9680  0.374
H4 -3.6131 1.2377 3.9626  0.364
H5 -1.2177 2.2238 2.4031  0.379
H6 -1.3571 1.7586 4.0989  0.332
H7 0.1698 -2.2021 2.5176  -0.066
H8 1.7742 -2.5832 4.4382  0.330
H9 2.6347 -2.2672 2.9553  0.269
H10 2.4179 -0.6776 5.4837  0.294
H11 3.8081 -0.8623 4.4111  0.375
H12 2.9179 1.4840 4.5038  0.383
H13 2.8967 0.8185 2.8696  0.360
H14 0.8199 1.9520 3.2173  0.367
H15 0.5688 1.1851 4.7880  0.361
H16 -1.4099 -0.6890 0.8679  0.198
H17 -1.6343 -1.7761 2.2302  -0.167
H18 -3.7916 -1.1224 2.6833  0.421
H19 -3.7133 -1.0886 0.9254  0.340
C12 4.8699 -3.9233 -2.7066  -0.797
O1 3.6490 -3.1743 -2.8646  -0.403
C13 2.6121 -3.3591 -2.0109  0.926
C14 1.4490 -2.5901 -2.2849  -0.830
C15 0.3403 -2.7194 -1.4929  -0.530
C16 0.3357 -3.5827 -0.3549  0.811
C17 -0.8445 -3.6502 0.4307  -0.827
C18 -1.3579 -4.7733 1.1335  1.015
C19 -2.5995 -4.6650 1.8423  -0.411
C20 -3.0505 -5.7042 2.6433  -0.615
C21 -2.2916 -6.8805 2.7741  -0.378
C22 -1.1128 -7.0384 2.0286  -0.772
C23 -0.6916 -6.0401 1.1587  -0.488
C24 1.5404 -4.2793 -0.0481  -0.475
C25 2.6393 -4.2267 -0.8875  -0.866
H20 5.5263 -3.5038 -3.4709  0.250
H21 5.3054 -3.7777 -1.7080  0.342
H22 4.7042 -4.9931 -2.8964  0.350
H23 1.4725 -1.9258 -3.1470  0.452
H24 -0.5663 -2.1607 -1.7323  0.416
H25 -1.5158 -2.7929 0.3476  0.387
H26 -3.1793 -3.7402 1.7402  0.314
H27 -3.9954 -5.5988 3.1803  0.414
H28 -2.6102 -7.6536 3.4742  0.403
H29 -0.5275 -7.9543 2.1303  0.399
H30 0.1597 -6.2144 0.4997  0.731
H31 1.6022 -4.8486 0.8796  0.787
H32 3.5242 -4.8381 -0.6857  0.379

=====

# C23H63F3O12Y

C23H63F3O12Y as an isolated structure (ωB97M-V/def2-TZVPD, the OMol25 dataset).

- Frontier orbital gap: 6.5 eV
- Largest force on an atom: 6.46 eV/A
- Charge: +1
- 2S+1: 1

Each line ends with the Mulliken charge.
Element x y z (Å)
Y1 10.2294 -20.8017 31.1139  1.526
C1 8.8688 -20.6353 27.6795  -0.003
O1 7.6999 -20.1350 28.2979  -0.056
O2 9.8244 -20.7595 28.7691  -0.853
C2 8.5579 -21.9136 26.6974  0.569
F1 8.0355 -21.5079 25.5354  -0.294
F2 9.6521 -22.6085 26.4018  -0.309
F3 7.7243 -22.7956 27.3242  -0.153
C3 6.7288 -19.4998 27.4159  -0.322
C4 5.5895 -18.9060 28.3053  -0.967
H1 5.2129 -19.6410 29.0166  -0.022
H2 6.0105 -18.1302 28.9448  0.292
H3 4.8270 -18.3894 27.7223  0.440
H4 6.2254 -20.1476 26.6982  0.281
H5 7.1506 -18.6336 26.9062  0.353
H6 9.2718 -19.8736 27.0120  0.426
C5 7.1951 -22.5920 31.1582  0.630
O3 8.3706 -22.1588 31.7489  0.387
H7 6.3473 -22.0300 31.5502  -0.587
H8 7.1450 -22.2160 30.1363  -0.218
H9 7.0307 -23.6652 31.2545  -0.217
C6 3.0853 -24.0826 33.0738  -1.193
C7 4.5447 -24.5616 32.9928  0.715
O4 4.5769 -25.6636 33.8519  -0.593
H10 2.3853 -24.8532 32.7507  0.401
H11 2.8392 -23.2714 32.3887  0.212
H12 2.8656 -23.7311 34.0819  0.306
H13 5.2653 -23.7997 33.2901  0.088
H14 4.7140 -24.8443 31.9538  -0.216
H15 5.2982 -25.5304 34.4712  0.382
C8 4.0469 -22.3607 27.7031  -1.077
C9 3.8728 -22.4999 29.2184  1.142
O5 2.5347 -22.3218 29.5972  -0.575
H16 3.6829 -21.3833 27.3863  0.343
H17 3.5002 -23.1508 27.1883  0.463
H18 5.0934 -22.3804 27.3988  -0.016
H19 4.5663 -21.7818 29.6559  -0.611
H20 4.2028 -23.4595 29.6164  0.033
H21 2.0193 -23.1028 29.3828  0.333
C10 7.5694 -26.5153 32.4362  0.165
C11 7.8181 -27.5378 33.5275  -0.532
O6 7.9276 -28.8066 32.9194  -0.545
H22 6.7942 -26.8239 31.7348  0.258
H23 8.4530 -26.3768 31.8131  0.076
H24 7.2606 -25.5416 32.8165  -0.269
H25 7.0055 -27.6628 34.2432  0.373
H26 8.7274 -27.2266 34.0417  0.142
H27 7.5886 -29.4885 33.5039  0.320
C12 3.7778 -19.6826 33.6498  -1.169
C13 3.7679 -20.5231 32.3795  1.243
O7 2.3823 -20.6706 32.0006  -0.651
H28 4.8030 -19.4305 33.9207  -0.020
H29 3.4551 -20.3032 34.4858  0.389
H30 3.2253 -18.7476 33.5560  0.356
H31 4.3350 -21.4361 32.5609  -0.380
H32 4.1737 -19.9534 31.5435  -0.046
H33 2.3907 -21.3111 31.2856  0.239
C14 7.6806 -26.9922 28.7719  -1.139
C15 6.5058 -26.0482 28.7499  1.036
O8 5.4545 -26.6917 28.1460  -0.590
H34 7.3474 -27.9036 29.2685  0.383
H35 8.5168 -26.5335 29.2996  -0.001
H36 7.9797 -27.3659 27.7926  0.482
H37 6.8677 -25.1722 28.2115  -0.128
H38 6.2110 -25.6822 29.7334  -0.357
H39 5.6762 -26.9789 27.2572  0.357
C16 7.5526 -20.1804 35.1870  -0.312
C17 8.7991 -19.3316 35.5529  -0.473
O9 8.8073 -18.2689 34.6938  -0.478
H40 7.7298 -20.6582 34.2234  -0.445
H41 6.6127 -19.6284 35.1962  0.261
H42 7.4054 -21.0151 35.8724  0.532
H43 9.6331 -20.0233 35.4338  0.297
H44 8.6250 -19.0580 36.5936  0.350
H45 9.6767 -17.8631 34.7273  0.286
C18 11.2006 -24.5008 29.0604  -1.142
C19 10.8461 -24.2636 30.5425  0.286
O10 11.2923 -22.9444 30.9285  -0.230
H46 10.5257 -23.9005 28.4503  0.127
H47 10.9911 -25.5205 28.7374  0.375
H48 12.2275 -24.2408 28.8033  0.423
H49 11.3454 -24.9426 31.2337  0.427
H50 9.7812 -24.4606 30.6660  -0.212
H51 12.2434 -23.0272 31.0293  0.202
C20 7.1369 -17.5095 31.7798  -1.672
C21 7.2615 -19.0290 31.7836  1.006
O11 8.6620 -19.2880 32.1151  -0.390
H52 7.3705 -17.0077 32.7188  0.481
H53 6.0772 -17.2904 31.6492  0.421
H54 7.7612 -16.9796 31.0604  0.339
H55 7.1891 -19.4478 30.7799  -0.177
H56 6.5310 -19.5274 32.4208  -0.308
H57 8.7160 -18.9793 33.0225  0.387
C22 10.6135 -24.0942 35.6010  -1.435
C23 10.1350 -23.7116 34.1971  0.782
O12 8.7579 -23.5456 34.3434  -0.560
H58 11.7012 -24.1588 35.5741  0.422
H59 10.0803 -24.9560 36.0023  0.307
H60 10.4182 -23.3521 36.3751  0.323
H61 10.3583 -24.4640 33.4408  -0.050
H62 10.5463 -22.7635 33.8505  -0.116
H63 8.3730 -23.1047 33.5825  -0.073